Record 1
Here is a 2-piece molecular cluster, C6H5NO3S overall from the OMol25 dataset. Energies are from ωB97M-V/def2-TZVPD.

```
16
Properties=species:S:1:pos:R:3:mulliken_charge:R:1
C -2.175 -0.733 0.398 -0.407
C -1.632 -0.338 -0.776 -0.503
C -1.345 -0.838 1.529 -0.369
C -0.308 -0.151 -0.961 -0.201
C 0.068 -0.729 1.362 -0.866
C 0.455 -0.322 0.140 0.803
N 2.466 -0.038 -0.162 -0.250
O 3.339 2.360 -0.486 -0.556
O 0.931 2.082 -0.646 -0.456
O 2.556 0.234 -1.617 -0.262
S 2.236 1.453 -0.666 1.059
H -3.191 -1.113 0.566 0.331
H -2.306 -0.299 -1.629 0.348
H -1.690 -1.285 2.447 0.357
H -0.006 0.454 -1.700 0.471
H 0.602 -0.737 2.203 0.501
```

The energy above the lowest of the compared OMol25 structures with the same formula, charge and spin is 123.0 kcal/mol. Its gap between HOMO and LUMO is 10.0 eV. The value obtained for the largest force on an atom is 5.07 eV/A. The calculation puts the HOMO energy at -10.1 eV.

Record 2
Here is a 2-piece molecular cluster, C5H9BrO2 overall from the OMol25 dataset. Energies are from ωB97M-V/def2-TZVPD.

```
17
Properties=species:S:1:pos:R:3:mulliken_charge:R:1
C 0.341 1.898 -0.040 0.213
C -0.280 -0.693 -1.477 -1.278
C -0.666 -1.465 0.928 -1.427
C 0.808 1.058 1.046 -0.514
C -0.779 -0.383 -0.088 0.526
O 1.148 1.891 -0.979 -0.626
O 1.977 0.449 0.794 -0.498
Br -2.492 0.401 -0.242 -0.099
H -0.446 2.619 0.065 0.476
H -0.187 0.152 -2.159 0.390
H 0.845 -1.071 -1.429 0.247
H -0.831 -1.366 -2.015 0.502
H -1.219 -1.333 1.840 0.401
H -1.013 -2.357 0.620 0.491
H 0.418 -1.491 1.257 0.271
H 0.281 0.800 1.982 0.496
H 2.094 0.894 -0.103 0.430
```

The energy above the lowest of the compared OMol25 structures with the same formula, charge and spin is 73.3 kcal/mol. Its gap between HOMO and LUMO (alpha / beta) is 7.8 / 7.9 eV. The value obtained for the largest force on an atom is 5.06 eV/A. The calculation puts the HOMO energy (alpha / beta) at -8.2 / -8.2 eV.

Record 3
Here is a 5-piece molecular cluster, C65H65N5O11 overall from the OMol25 dataset. Energies are from ωB97M-V/def2-TZVPD.

```
146
Properties=species:S:1:pos:R:3:mulliken_charge:R:1
C 1.320 -1.553 3.201 -0.268
C 1.673 -3.081 3.724 -0.277
C 0.809 -4.260 2.961 -0.827
C 1.155 -4.371 1.331 0.047
C 2.211 -5.586 0.978 -0.637
C 3.484 -5.099 0.025 -0.473
C 4.403 -3.921 0.700 0.119
C 5.793 -3.579 -0.099 -0.698
C 5.565 -3.004 -1.638 -0.741
C 4.491 -1.745 -1.683 0.583
C 4.572 -0.399 -0.736 -0.357
C 3.445 0.834 -0.770 -0.609
C 2.187 0.694 -1.811 0.228
C 2.150 -0.657 -2.790 0.321
C 3.258 -1.865 -2.758 -0.670
C 0.839 -0.734 -3.825 -0.147
O 0.969 -1.115 -5.098 -0.566
C -0.603 -0.247 -3.131 -0.134
C -2.004 -1.099 -3.407 0.696
C -1.895 -2.406 -4.392 0.165
C -3.074 -3.528 -4.191 0.230
C -4.608 -3.143 -4.676 -0.384
C -5.782 -4.281 -4.511 -0.460
C -5.419 -5.760 -3.876 -0.377
C -3.886 -6.122 -3.406 -0.538
C -2.677 -4.991 -3.559 0.544
C -1.175 -5.470 -3.091 -0.672
C -3.355 -0.545 -2.662 -0.654
C -3.338 0.832 -1.713 -0.499
N -4.655 1.283 -1.049 -0.388
C -4.467 1.025 0.461 0.316
C -5.765 0.316 1.169 -0.930
C -1.941 1.706 -1.427 0.371
C -1.920 3.060 -0.502 -0.733
C -1.077 2.933 0.899 0.311
O -0.502 1.792 1.354 -0.467
C -0.956 4.296 1.859 0.089
C -2.068 4.611 3.066 -0.260
C -1.999 5.972 4.018 -0.367
C -0.809 7.126 3.838 -0.453
C 0.300 6.804 2.641 -0.340
C 0.224 5.440 1.678 -0.231
C -0.566 1.106 -2.148 0.377
C 0.941 1.803 -1.948 0.307
O 1.128 3.136 -1.886 -0.584
H 1.872 -1.405 2.171 0.021
H 0.158 -1.394 3.131 0.243
H 1.714 -0.729 3.961 -0.042
H 1.365 -3.110 4.866 0.332
H 2.816 -3.343 3.685 0.098
H -0.336 -3.971 3.105 0.323
H 0.976 -5.305 3.499 0.315
H 0.126 -4.616 0.811 0.118
H 1.516 -3.329 0.922 0.045
H 1.578 -6.425 0.435 0.245
H 2.570 -6.067 2.006 0.322
H 4.135 -6.070 -0.148 0.293
H 3.066 -4.789 -1.035 0.086
H 3.724 -2.970 0.902 -0.207
H 4.723 -4.319 1.779 0.315
H 6.305 -2.677 0.493 0.254
H 6.497 -4.534 -0.137 0.363
H 6.585 -2.723 -2.140 0.362
H 5.139 -3.930 -2.255 0.264
H 5.506 -0.343 0.003 0.179
H 3.498 1.775 -0.063 0.349
H 3.142 -2.800 -3.474 0.285
H -1.914 -2.030 -5.500 0.316
H -0.843 -2.952 -4.253 -0.095
H -4.798 -2.068 -5.149 0.361
H -6.869 -4.035 -4.875 0.276
H -6.261 -6.599 -3.778 0.266
H -3.643 -7.202 -2.987 0.247
H -0.300 -5.025 -3.765 -0.043
H -0.958 -5.217 -1.945 0.155
H -1.062 -6.651 -3.176 0.282
H -4.378 -1.106 -2.777 0.292
H -4.722 2.341 -1.107 0.424
H -3.568 0.242 0.515 0.361
H -4.203 2.038 1.034 -0.185
H -5.785 -0.863 0.990 0.312
H -5.683 0.439 2.354 0.233
H -6.760 0.849 0.845 0.120
H -1.407 3.911 -1.160 0.496
H -3.008 3.471 -0.257 0.247
H -2.939 3.843 3.206 0.280
H -2.833 6.149 4.839 0.267
H -0.785 8.081 4.524 0.317
H 1.144 7.634 2.509 0.256
H 1.053 5.351 0.842 0.350
C 5.570 5.969 0.253 -0.464
C 5.972 5.846 1.584 -0.469
C 5.612 6.822 2.516 -0.305
C 4.843 7.918 2.103 -0.031
C 4.445 8.047 0.765 -0.199
C 4.813 7.067 -0.158 -0.458
N 4.439 8.934 3.083 0.986
O 4.827 8.794 4.252 -0.589
O 3.732 9.870 2.686 -0.584
H 5.849 5.203 -0.469 0.415
H 6.563 4.988 1.896 0.397
H 5.933 6.712 3.549 0.460
H 3.852 8.896 0.430 0.440
H 4.507 7.157 -1.198 0.395
C -10.941 5.161 2.250 -0.406
C -10.786 4.872 0.893 -0.488
C -9.620 4.256 0.438 -0.209
C -8.611 3.927 1.354 0.047
C -8.760 4.223 2.715 -0.197
C -9.930 4.843 3.159 -0.525
N -7.393 3.256 0.885 0.913
O -7.291 3.028 -0.330 -0.541
O -6.539 2.952 1.730 -0.525
H -11.855 5.637 2.602 0.367
H -11.578 5.125 0.191 0.361
H -9.515 4.037 -0.623 0.416
H -7.983 3.979 3.437 0.408
H -10.057 5.074 4.214 0.359
C 1.541 -5.629 -7.687 -0.570
C 0.857 -5.991 -6.525 -0.204
C 1.031 -7.264 -5.978 -0.521
C 1.900 -8.168 -6.604 0.068
C 2.582 -7.810 -7.774 -0.429
C 2.397 -6.535 -8.313 -0.365
N 2.107 -9.499 -6.020 0.968
O 1.471 -9.785 -4.994 -0.587
O 2.908 -10.259 -6.583 -0.584
H 1.406 -4.633 -8.106 0.400
H 0.190 -5.279 -6.044 0.536
H 0.491 -7.530 -5.073 0.499
H 3.255 -8.504 -8.272 0.425
H 2.925 -6.247 -9.220 0.366
C 4.021 4.232 7.309 -0.494
C 3.609 4.305 5.978 -0.543
C 3.405 3.135 5.243 -0.287
C 3.612 1.892 5.856 -0.058
C 4.033 1.816 7.191 -0.362
C 4.236 2.993 7.915 -0.409
N 3.375 0.658 5.097 1.014
O 3.022 0.767 3.914 -0.536
O 3.537 -0.421 5.684 -0.585
H 4.173 5.147 7.880 0.379
H 3.445 5.274 5.512 0.506
H 3.085 3.209 4.206 0.550
H 4.202 0.858 7.678 0.430
H 4.560 2.944 8.952 0.361
```

The structure (SMILES) is CCCCCCCCCc1ccc2c(c1)C(=O)c1c(Cc3ccccc3C)cc(NCC)c(CC(=O)c3ccccc3)c1C2=O.O=[N+]([O-])c1ccccc1.O=[N+]([O-])c1ccccc1.O=[N+]([O-])c1ccccc1.O=[N+]([O-])c1ccccc1. Its gap between HOMO and LUMO is 7.0 eV. The value obtained for the largest force on an atom is 8.86 eV/A. The calculation puts the HOMO energy at -8.4 eV.